ORCA calculation (ωB97M-V/def2-TZVPD) on C4H8O2 as an isolated structure.

Calculated values
**HOMO-LUMO gap**: 9.857 eV
**Calculated total energy**: -8368.28082 eV
**Molar mass**: 88.11 g/mol

```
! RIJCOSX wB97M-V def2-TZVPD def2/J DEFGRID3
* xyz 0 1
C -0.11221 -0.74016 -1.47056
C -0.01247 -0.26298 -0.03969
C -0.40224 1.20260 0.14505
O -0.19756 1.67474 1.44972
C -0.22796 -1.22824 1.06274
O 1.30338 -0.45380 0.55775
H 0.49740 -0.12348 -2.13960
H -1.15330 -0.68857 -1.80941
H 0.21340 -1.78062 -1.54759
H -1.47111 1.31233 -0.06948
H 0.14294 1.81081 -0.59448
H 0.70659 1.43598 1.69173
H 1.21016 -1.48222 0.78950
H -0.49702 -0.67642 1.97430
*
```